C8H16N2O | wB97M-V/def2-TZVPD

Structure (XYZ):
```
27
Properties=species:S:1:pos:R:3:lowdin_charge:R:1
C -2.2766 1.2065 -0.6647 0.051
C -3.9808 0.2809 0.6805 -0.335
C 1.0584 1.4063 -0.8946 -0.064
C 2.5133 -0.3939 0.0738 -0.063
C 1.0966 1.0301 1.5775 -0.046
C -0.9725 -2.7347 0.0125 -0.125
C 0.0151 -0.5925 0.0942 -0.164
C 1.1834 0.3467 0.2058 -0.592
N -3.3919 0.4894 -0.5495 -0.068
N 0.1257 -1.8317 0.1120 0.005
O -4.9735 -0.3735 0.8350 0.078
H -1.9721 1.2318 -1.7270 0.040
H -3.4261 0.7714 1.4957 0.136
H 0.1844 2.0291 -0.7180 0.053
H 0.9549 0.9330 -1.8679 0.085
H 1.9443 2.0346 -0.9111 0.083
H 3.3379 0.3085 0.1728 0.081
H 2.5808 -0.8793 -0.8964 0.081
H 2.6028 -1.1537 0.8427 0.076
H 0.1213 1.4920 1.7114 0.077
H 1.2543 0.3040 2.3716 0.085
H 1.8586 1.8028 1.6528 0.084
H -0.9036 -3.2568 -0.9397 0.078
H -0.8673 -3.4776 0.8025 0.077
H -1.9541 -2.2540 0.0950 0.065
H -0.9601 -0.0367 -0.0247 0.064
H -3.8810 0.0073 -1.3152 0.159
```

Properties
Net charge: 0
Maximum force in eV Å⁻¹: 1.8
LUMO level in eV: -0.19
Energy in Ha: -499.06497
Multiplicity: 1

---

C8H16N2O3PdS4 | wB97M-V/def2-TZVPD

Structure (XYZ):
```
34
Properties=species:S:1:pos:R:3:lowdin_charge:R:1
Pd 8.2368 6.8742 7.7054 0.793
C 7.0761 11.9009 6.2891 0.029
N 7.1200 10.4559 5.9453 -0.081
C 6.3961 10.0137 4.7150 0.055
C 7.7931 9.6054 6.6353 -0.438
O 7.7927 8.3813 6.3017 -0.153
C 8.4675 9.9700 7.9056 -0.060
O 9.0668 8.8056 8.5353 -0.202
C 10.4962 8.7557 8.5029 -0.079
C 11.0286 7.6213 7.6068 -0.310
O 10.2757 6.6632 7.1797 -0.109
N 12.3605 7.5606 7.4573 -0.112
C 13.2050 8.6460 7.9153 -0.001
C 12.9330 6.5305 6.6318 0.010
H 7.1119 12.0126 7.3925 0.107
H 6.1401 12.3130 5.9778 0.099
H 7.8705 12.4659 5.8434 0.104
H 6.6258 9.0339 4.5349 0.051
H 6.7850 10.6686 3.8676 0.145
H 5.3690 10.1463 4.9176 0.094
H 7.7336 10.2384 8.6351 0.141
H 9.2281 10.8029 7.8121 0.176
H 10.8517 8.5491 9.5093 0.156
H 10.9811 9.6944 8.3255 0.121
H 12.8963 8.9730 8.9192 0.103
H 13.1223 9.4865 7.2271 0.118
H 14.2264 8.3706 8.0250 0.105
H 13.2859 5.6858 7.2484 0.127
H 13.7159 6.9154 6.0721 0.085
H 12.1742 6.0623 6.0220 0.096
S 7.5597 5.0898 6.0908 0.260
S 5.7289 5.2117 5.6253 0.170
S 4.6512 6.7434 6.9487 0.152
S 5.7553 7.4030 8.4012 0.246
```

Properties
Net charge: +2
Maximum force in eV Å⁻¹: 3.8
LUMO level (alpha / beta) in eV: -7.43 / -9.42
Energy in Ha: -2369.65501
Multiplicity: 5

---

C8H16N3 | wB97M-V/def2-TZVPD

Structure (XYZ):
```
27
Properties=species:S:1:pos:R:3:lowdin_charge:R:1
C 0.3639 -1.5253 1.1182 0.115
C -0.3086 0.0003 0.2940 -0.088
C -0.7507 0.4978 -0.9560 -0.012
C 0.6295 -3.8172 1.1649 -0.114
C -0.8151 2.2473 0.9139 -0.039
C -0.4137 0.6592 2.7721 -0.030
C -0.4622 1.0114 -3.2754 -0.040
C 1.3614 1.1078 -1.7749 -0.004
N 0.0045 -2.6505 0.6067 -0.108
N -0.3329 0.9073 1.3288 -0.182
N -0.0768 0.8714 -1.9338 -0.227
H 1.2255 -4.4150 0.4383 0.098
H 1.3928 -3.6654 2.0003 0.115
H -0.0633 -4.5509 1.6877 0.111
H -1.8279 2.2369 0.5502 0.094
H -0.8194 2.9658 1.7574 0.114
H -0.2103 2.6009 0.0886 0.072
H -0.2536 -0.4072 2.9078 0.058
H 0.3288 1.1756 3.3145 0.085
H -1.3929 1.0268 3.0865 0.106
H -0.3443 0.0387 -3.6361 0.090
H -0.0066 1.6431 -4.0591 0.122
H -1.5433 1.1621 -3.2653 0.112
H 1.6039 1.8171 -0.8850 0.124
H 1.6665 1.7403 -2.6577 0.112
H 1.8464 0.1459 -1.5009 0.116
H -0.8014 -2.8243 -0.0857 0.198
```

Properties
Net charge: +1
Maximum force in eV Å⁻¹: 4.2
LUMO level in eV: -3.50
Energy in Ha: -478.22153
Multiplicity: 1